{"formula": "C18H40BCuO18", "method": "ωB97M-V/def2-TZVPD", "species": ["Cu", "B", "H", "H", "H", "H", "C", "O", "C", "O", "O", "C", "H", "H", "H", "H", "H", "H", "C", "O", "C", "O", "O", "C", "H", "H", "H", "H", "H", "H", "C", "O", "C", "O", "O", "C", "H", "H", "H", "H", "H", "H", "C", "O", "C", "O", "O", "C", "H", "H", "H", "H", "H", "H", "C", "O", "C", "O", "O", "C", "H", "H", "H", "H", "H", "H", "C", "O", "C", "O", "O", "C", "H", "H", "H", "H", "H", "H"], "xyz": [[-17.85, -14.62, -3.96], [-19.07, -14.80, -2.49], [-12.94, -9.78, -2.21], [-7.46, -18.33, 13.70], [-26.79, -14.31, -10.03], [-15.61, -8.33, -6.69], [-17.96, -17.10, 1.52], [-18.83, -18.16, 1.26], [-18.49, -19.30, 1.82], [-17.38, -19.61, 2.28], [-19.51, -20.13, 1.72], [-19.27, -21.48, 2.23], [-18.30, -16.29, 0.90], [-16.92, -17.34, 1.29], [-17.92, -16.81, 2.55], [-19.24, -21.57, 3.32], [-18.39, -21.96, 1.82], [-20.13, -22.08, 1.93], [-15.90, -16.77, -1.45], [-14.93, -17.04, -2.46], [-15.01, -16.18, -3.46], [-15.77, -15.25, -3.48], [-14.10, -16.44, -4.40], [-14.19, -15.71, -5.66], [-16.97, -16.62, -1.75], [-15.65, -15.84, -0.91], [-15.78, -17.55, -0.72], [-13.37, -15.04, -5.59], [-15.08, -15.12, -5.81], [-14.09, -16.41, -6.51], [-19.02, -6.27, 0.42], [-17.63, -6.48, 0.92], [-16.80, -6.64, -0.15], [-17.06, -6.40, -1.27], [-15.59, -7.11, 0.18], [-14.67, -7.33, -0.91], [-19.58, -5.88, 1.30], [-19.36, -7.27, 0.31], [-19.12, -5.73, -0.55], [-13.70, -7.39, -0.40], [-14.65, -6.41, -1.53], [-14.88, -8.25, -1.47], [-12.57, -13.47, -0.04], [-12.20, -12.65, 1.08], [-11.87, -11.39, 0.61], [-12.08, -11.05, -0.50], [-11.57, -10.54, 1.59], [-11.28, -9.22, 1.02], [-11.79, -13.65, -0.82], [-13.53, -13.15, -0.51], [-12.74, -14.42, 0.51], [-11.09, -8.51, 1.79], [-12.18, -8.89, 0.49], [-10.41, -9.35, 0.37], [-19.44, -13.66, -7.36], [-19.74, -14.97, -7.00], [-19.07, -15.63, -6.04], [-17.91, -15.32, -5.73], [-19.73, -16.71, -5.63], [-19.10, -17.70, -4.83], [-19.83, -13.36, -8.34], [-18.31, -13.65, -7.45], [-19.59, -12.88, -6.59], [-18.21, -17.28, -4.37], [-18.82, -18.54, -5.45], [-19.78, -18.06, -4.09], [-22.99, -10.57, 0.57], [-22.54, -11.45, -0.47], [-22.80, -12.79, -0.31], [-23.63, -13.19, 0.47], [-22.10, -13.57, -1.18], [-22.56, -14.91, -1.17], [-22.45, -9.67, 0.35], [-22.46, -10.96, 1.45], [-24.09, -10.43, 0.77], [-23.64, -14.94, -1.26], [-22.18, -15.34, -0.28], [-22.08, -15.45, -1.99]], "e_homo_ha": -0.215, "charge": 0, "orbital_gap_ha": 0.019}

***

{"formula": "C21H25FN4O2", "method": "ωB97M-V/def2-TZVPD", "species": ["O", "C", "C", "C", "N", "C", "C", "C", "C", "C", "O", "N", "C", "C", "C", "C", "C", "C", "C", "N", "N", "C", "C", "C", "C", "C", "C", "F", "H", "H", "H", "H", "H", "H", "H", "H", "H", "H", "H", "H", "H", "H", "H", "H", "H", "H", "H", "H", "H", "H", "H", "H", "H"], "xyz": [[2.20, -2.38, 1.17], [1.06, -2.59, 0.82], [0.28, -3.83, 1.27], [-0.78, -3.46, 2.32], [-0.31, -2.43, 3.23], [0.79, -2.81, 4.09], [1.02, -1.80, 5.20], [1.13, -0.42, 4.57], [-0.20, -0.08, 3.93], [-0.77, -1.17, 3.05], [-1.65, -0.93, 2.24], [0.38, -1.77, 0.00], [0.99, -0.55, -0.52], [1.89, -0.87, -1.73], [2.38, 0.41, -2.39], [1.22, 1.19, -3.03], [0.10, 1.24, -2.05], [-0.04, 0.44, -0.94], [-1.29, 0.76, -0.40], [-1.89, 1.67, -1.13], [-1.04, 1.98, -2.13], [-1.46, 2.91, -3.09], [-2.75, 2.80, -3.61], [-3.21, 3.70, -4.54], [-2.40, 4.73, -4.99], [-1.12, 4.87, -4.47], [-0.67, 3.97, -3.52], [0.56, 4.16, -2.99], [-0.20, -4.30, 0.41], [1.01, -4.52, 1.69], [-1.06, -4.35, 2.89], [-1.67, -3.05, 1.83], [0.57, -3.80, 4.51], [1.71, -2.89, 3.49], [1.92, -2.06, 5.75], [0.18, -1.82, 5.90], [1.39, 0.33, 5.32], [1.92, -0.43, 3.82], [-0.14, 0.82, 3.31], [-0.96, 0.12, 4.70], [-0.60, -1.90, -0.18], [1.62, -0.14, 0.29], [1.32, -1.47, -2.44], [2.74, -1.47, -1.39], [3.12, 0.17, -3.16], [2.86, 1.04, -1.64], [0.88, 0.68, -3.94], [1.56, 2.18, -3.31], [-1.77, 0.37, 0.48], [-3.38, 2.01, -3.24], [-4.22, 3.60, -4.93], [-2.75, 5.43, -5.73], [-0.47, 5.68, -4.78]], "e_homo_ha": -0.315, "charge": 0, "de_lowest_kj_mol": 72.0, "orbital_gap_ha": 0.347}

***

{"formula": "C16H10BrCl6O3", "method": "ωB97M-V/def2-TZVPD", "species": ["Cl", "C", "Cl", "C", "O", "C", "Cl", "C", "Cl", "C", "Cl", "C", "Cl", "C", "C", "O", "C", "C", "C", "C", "C", "C", "Br", "C", "C", "O", "H", "H", "H", "H", "H", "H", "H", "H", "H", "H"], "xyz": [[-0.99, -0.39, 0.58], [-1.48, -1.21, 2.16], [-3.28, -1.19, 2.25], [-1.09, -2.71, 2.06], [-1.56, -3.40, 1.18], [-0.21, -3.26, 3.12], [0.21, -4.90, 2.93], [0.21, -2.50, 4.19], [1.23, -3.20, 5.37], [-0.16, -1.12, 4.31], [0.35, -0.23, 5.68], [-0.92, -0.49, 3.34], [-1.41, 1.12, 3.51], [1.64, 3.74, 1.77], [1.65, 2.43, 1.03], [0.81, 2.59, -0.13], [0.89, 1.49, -0.95], [-0.18, 1.48, -1.92], [-0.29, 0.53, -2.94], [0.52, -0.65, -2.99], [0.32, -1.62, -3.96], [-0.67, -1.44, -4.95], [-0.98, -2.77, -6.24], [-1.43, -0.25, -4.97], [-1.24, 0.71, -4.00], [1.79, 0.66, -0.81], [2.24, 3.63, 2.68], [2.09, 4.53, 1.16], [0.63, 4.03, 2.05], [2.67, 2.16, 0.73], [1.22, 1.62, 1.65], [-0.83, 2.35, -1.93], [1.31, -0.75, -2.24], [0.93, -2.52, -3.95], [-2.17, -0.12, -5.75], [-1.81, 1.65, -4.03]], "e_homo_ha": -0.106, "charge": -1, "de_lowest_kj_mol": 0.0, "orbital_gap_ha": 0.119}

***

{"formula": "C4H9NO", "method": "ωB97M-V/def2-TZVPD", "species": ["C", "N", "C", "C", "O", "C", "H", "H", "H", "H", "H", "H", "H", "H", "H"], "xyz": [[1.56, -1.16, -0.55], [0.58, -0.28, 0.06], [-0.16, 0.64, -0.86], [-1.43, -0.01, -0.37], [-0.95, 2.11, 1.93], [-0.69, -0.85, 0.37], [2.44, -0.58, -0.86], [1.88, -1.91, 0.19], [1.16, -1.70, -1.43], [0.09, 0.48, -1.91], [-0.02, 1.70, -0.59], [-2.48, 0.22, -0.47], [0.00, 1.99, 1.81], [-1.30, 1.24, 1.71], [-0.86, -1.69, 1.05]], "e_homo_ha": -0.322, "charge": 0, "de_lowest_kj_mol": 272.7, "orbital_gap_ha": 0.359}

***

{"formula": "C4H4N2O", "method": "ωB97M-V/def2-TZVPD", "species": ["C", "N", "C", "H", "H", "H", "N", "C", "C", "O", "H"], "xyz": [[-0.99, 1.28, 0.74], [-2.22, 1.33, 0.97], [-1.69, 0.13, 0.21], [-0.09, 1.86, 0.93], [-1.96, 0.07, -0.85], [-1.68, -0.82, 0.74], [2.18, -0.11, 1.24], [1.71, -0.51, 0.26], [1.12, -0.99, -1.01], [0.40, -1.95, -1.05], [1.41, -0.40, -1.89]], "e_homo_ha": -0.384, "charge": 0, "de_lowest_kj_mol": 362.2, "orbital_gap_ha": 0.346}

***

{"formula": "C23H28N4O3", "method": "ωB97M-V/def2-TZVPD", "species": ["C", "O", "C", "C", "C", "C", "C", "N", "C", "C", "C", "C", "O", "N", "C", "C", "C", "C", "C", "N", "C", "N", "C", "C", "C", "C", "C", "O", "C", "C", "H", "H", "H", "H", "H", "H", "H", "H", "H", "H", "H", "H", "H", "H", "H", "H", "H", "H", "H", "H", "H", "H", "H", "H", "H", "H", "H", "H"], "xyz": [[-5.70, -2.48, 1.17], [-4.69, -1.72, 1.79], [-4.10, -0.72, 1.09], [-4.49, -0.30, -0.18], [-3.80, 0.72, -0.81], [-2.73, 1.35, -0.20], [-1.94, 2.43, -0.90], [-0.51, 2.19, -0.77], [0.10, 1.12, -1.36], [-0.70, 0.30, -2.32], [-0.02, -1.02, -2.71], [-0.08, -1.98, -1.52], [-1.05, -2.68, -1.30], [1.03, -1.95, -0.76], [1.12, -2.64, 0.51], [2.51, -2.43, 1.10], [3.62, -3.08, 0.27], [3.70, -4.58, 0.54], [4.96, -2.41, 0.57], [1.33, 0.79, -1.14], [2.08, 1.51, -0.28], [3.31, 1.05, -0.02], [4.07, 1.75, 0.79], [3.68, 2.94, 1.41], [2.40, 3.41, 1.18], [1.58, 2.68, 0.32], [0.19, 3.07, 0.07], [-0.34, 4.05, 0.54], [-2.36, 0.94, 1.08], [-3.03, -0.08, 1.72], [-5.33, -2.95, 0.25], [-5.97, -3.25, 1.89], [-6.58, -1.87, 0.94], [-5.31, -0.77, -0.69], [-4.11, 1.03, -1.80], [-2.22, 2.49, -1.95], [-2.12, 3.40, -0.43], [-1.67, 0.06, -1.89], [-0.87, 0.90, -3.22], [1.01, -0.84, -3.01], [-0.58, -1.47, -3.53], [1.68, -1.19, -0.91], [0.91, -3.70, 0.35], [0.35, -2.26, 1.20], [2.69, -1.35, 1.15], [2.53, -2.82, 2.12], [3.40, -2.93, -0.79], [2.76, -5.07, 0.33], [3.95, -4.77, 1.59], [4.47, -5.04, -0.08], [4.92, -1.35, 0.31], [5.20, -2.50, 1.63], [5.76, -2.87, 0.00], [5.06, 1.33, 0.97], [4.36, 3.46, 2.06], [2.03, 4.31, 1.64], [-1.53, 1.43, 1.58], [-2.75, -0.41, 2.70]], "e_homo_ha": -0.313, "charge": 0, "de_lowest_kj_mol": 110.6, "orbital_gap_ha": 0.314}

***

{"formula": "C8H29O11P", "method": "ωB97M-V/def2-TZVPD", "species": ["C", "O", "C", "O", "P", "O", "O", "O", "H", "H", "H", "H", "H", "C", "O", "H", "H", "H", "H", "C", "O", "H", "H", "H", "H", "C", "O", "H", "H", "H", "H", "C", "O", "H", "H", "H", "H", "C", "O", "H", "H", "H", "H", "C", "O", "H", "H", "H", "H"], "xyz": [[-0.85, -0.28, -0.43], [0.53, 0.03, -0.80], [1.49, -0.72, -0.25], [2.32, -1.29, -0.88], [1.65, -0.79, 1.61], [0.51, -0.35, 2.41], [2.06, -2.30, 1.88], [2.98, 0.07, 1.73], [-1.42, 0.65, -0.49], [-1.25, -1.02, -1.12], [-0.91, -0.66, 0.58], [2.90, -2.54, 1.49], [3.38, 0.02, 2.61], [0.83, 1.42, 5.86], [1.44, 0.64, 4.85], [1.60, 1.64, 6.60], [0.44, 2.36, 5.47], [0.02, 0.88, 6.36], [0.78, 0.42, 4.17], [-2.91, 2.99, 0.68], [-3.11, 2.19, -0.47], [-2.23, 2.45, 1.34], [-2.44, 3.95, 0.43], [-3.85, 3.18, 1.21], [-3.69, 2.65, -1.08], [-4.30, -0.74, 1.57], [-3.25, -1.55, 1.06], [-4.62, -0.10, 0.75], [-5.15, -1.34, 1.91], [-3.96, -0.11, 2.39], [-2.94, -2.13, 1.77], [1.46, 0.06, -4.53], [1.34, -1.33, -4.26], [1.72, 0.16, -5.59], [0.52, 0.59, -4.36], [2.24, 0.51, -3.93], [1.14, -1.40, -3.32], [1.39, -5.15, -4.36], [0.27, -4.30, -4.50], [1.13, -6.11, -4.80], [2.27, -4.75, -4.88], [1.66, -5.31, -3.31], [0.49, -3.44, -4.14], [1.57, 3.78, -0.23], [0.46, 2.95, 0.06], [1.27, 4.80, -0.01], [2.45, 3.54, 0.38], [1.86, 3.73, -1.29], [0.71, 2.04, -0.13]], "e_homo_ha": -0.363, "charge": 0, "de_lowest_kj_mol": 0.0, "orbital_gap_ha": 0.373}

***

{"formula": "C28H39N3O2", "method": "ωB97M-V/def2-TZVPD", "species": ["C", "C", "C", "N", "C", "C", "C", "N", "C", "C", "C", "C", "C", "C", "O", "N", "C", "C", "C", "C", "C", "C", "C", "C", "C", "C", "C", "O", "C", "C", "C", "C", "C", "H", "H", "H", "H", "H", "H", "H", "H", "H", "H", "H", "H", "H", "H", "H", "H", "H", "H", "H", "H", "H", "H", "H", "H", "H", "H", "H", "H", "H", "H", "H", "H", "H", "H", "H", "H", "H", "H", "H"], "xyz": [[-5.80, -2.94, 0.33], [-4.97, -3.96, 0.27], [-3.47, -3.86, 0.43], [-2.97, -2.52, 0.20], [-1.73, -2.21, 0.88], [-1.51, -0.69, 0.84], [-2.61, -0.04, 1.71], [-1.48, -0.30, -0.55], [-0.79, 0.92, -0.93], [0.72, 0.76, -0.88], [1.33, -0.48, -0.73], [2.71, -0.60, -0.72], [3.51, 0.53, -0.88], [5.00, 0.39, -0.94], [5.59, 0.36, -2.01], [5.65, 0.31, 0.24], [5.00, 0.42, 1.53], [4.90, -0.91, 2.27], [7.09, 0.13, 0.21], [7.50, -1.30, -0.14], [2.91, 1.77, -1.07], [1.53, 1.88, -1.07], [-1.24, 2.15, -0.16], [-0.63, 2.53, 1.03], [-1.10, 3.63, 1.73], [-2.19, 4.34, 1.27], [-2.82, 3.96, 0.08], [-3.88, 4.73, -0.29], [-4.56, 4.40, -1.48], [-2.33, 2.87, -0.63], [-2.72, -0.58, -1.22], [-2.98, -2.10, -1.19], [-1.96, -2.80, -2.10], [-6.87, -3.07, 0.22], [-5.45, -1.93, 0.47], [-5.34, -4.96, 0.13], [-3.00, -4.61, -0.22], [-3.23, -4.14, 1.46], [-1.81, -2.54, 1.92], [-0.86, -2.73, 0.42], [-0.53, -0.46, 1.27], [-2.37, -0.19, 2.76], [-3.56, -0.52, 1.51], [-2.69, 1.02, 1.52], [-1.03, 1.09, -1.98], [0.71, -1.36, -0.62], [3.16, -1.57, -0.61], [4.00, 0.83, 1.37], [5.57, 1.13, 2.14], [4.37, -1.64, 1.66], [5.88, -1.30, 2.51], [4.35, -0.77, 3.20], [7.50, 0.43, 1.18], [7.49, 0.80, -0.57], [7.11, -2.00, 0.59], [7.11, -1.55, -1.12], [8.58, -1.38, -0.16], [3.52, 2.64, -1.22], [1.07, 2.85, -1.22], [0.22, 1.98, 1.40], [-0.62, 3.92, 2.65], [-2.58, 5.19, 1.81], [-5.37, 5.13, -1.57], [-3.91, 4.47, -2.35], [-4.99, 3.39, -1.43], [-2.80, 2.56, -1.55], [-2.65, -0.27, -2.27], [-3.58, -0.05, -0.77], [-3.98, -2.30, -1.57], [-1.98, -3.88, -1.95], [-0.96, -2.43, -1.90], [-2.20, -2.59, -3.14]], "e_homo_ha": -0.299, "charge": 0, "de_lowest_kj_mol": 81.2, "orbital_gap_ha": 0.322}

***

{"formula": "C6H13ISi", "method": "ωB97M-V/def2-TZVPD", "species": ["C", "C", "C", "C", "C", "C", "Si", "I", "H", "H", "H", "H", "H", "H", "H", "H", "H", "H", "H", "H", "H"], "xyz": [[1.19, 0.67, -1.30], [0.12, 1.46, -0.94], [3.49, 0.82, -2.21], [-3.39, -1.87, 2.02], [2.61, 0.94, -0.91], [-1.05, 1.40, -1.58], [-2.03, -1.19, 0.97], [-0.14, -0.98, 2.61], [0.91, -0.22, -1.84], [0.33, 2.46, -0.40], [4.42, 1.30, -2.07], [3.47, -0.18, -2.42], [2.87, 1.35, -2.90], [-3.18, -2.85, 2.58], [-3.65, -0.97, 2.67], [-4.23, -2.18, 1.46], [2.64, 1.88, -0.36], [2.96, 0.15, -0.13], [-1.26, 0.76, -2.47], [-1.72, 2.24, -1.49], [-2.62, -0.03, 0.48]], "e_homo_ha": [-0.267, -0.287], "charge": 0, "de_lowest_kj_mol": 96.2, "orbital_gap_ha": [0.227, 0.290]}

***

{"formula": "C9H28O5", "method": "ωB97M-V/def2-TZVPD", "species": ["C", "C", "C", "O", "H", "H", "H", "H", "H", "H", "H", "H", "C", "C", "C", "O", "H", "H", "H", "H", "H", "H", "H", "H", "C", "O", "H", "H", "H", "H", "C", "O", "H", "H", "H", "H", "C", "O", "H", "H", "H", "H"], "xyz": [[2.14, -2.11, -1.36], [1.93, -3.62, -1.33], [1.24, -4.04, -0.05], [1.17, -4.03, -2.45], [2.86, -1.81, -0.59], [1.19, -1.61, -1.16], [2.54, -1.81, -2.33], [2.87, -4.17, -1.37], [0.24, -3.60, -0.02], [1.78, -3.68, 0.83], [1.12, -5.12, -0.01], [0.27, -3.70, -2.33], [1.26, 3.63, 2.01], [1.05, 3.87, 0.54], [2.30, 4.38, -0.16], [0.62, 2.63, -0.05], [1.56, 4.54, 2.52], [1.98, 2.82, 2.17], [0.34, 3.29, 2.48], [0.27, 4.62, 0.41], [3.17, 3.74, 0.03], [2.59, 5.37, 0.20], [2.17, 4.49, -1.24], [0.59, 2.73, -1.01], [-2.53, -3.01, -1.06], [-1.47, -3.00, -2.01], [-3.49, -3.19, -1.54], [-2.37, -3.77, -0.29], [-2.60, -2.06, -0.52], [-1.83, -2.81, -2.88], [-3.68, 2.20, 0.58], [-3.43, 0.91, 1.09], [-2.78, 2.64, 0.16], [-4.43, 2.13, -0.22], [-4.08, 2.89, 1.33], [-2.49, 0.89, 1.33], [-0.36, -0.47, 1.39], [-0.63, 0.87, 1.79], [0.66, -0.60, 1.01], [-0.44, -1.09, 2.29], [-1.11, -0.80, 0.68], [-0.19, 1.46, 1.16]], "e_homo_ha": -0.355, "charge": 0, "de_lowest_kj_mol": 104.6, "orbital_gap_ha": 0.373}

***

{"formula": "C4H6IN2O", "method": "ωB97M-V/def2-TZVPD", "species": ["C", "C", "C", "C", "N", "N", "O", "I", "H", "H", "H", "H", "H", "H"], "xyz": [[0.20, -0.18, 0.01], [-1.02, 0.70, -0.18], [1.37, -0.64, 0.21], [-2.18, 0.01, 0.41], [-1.91, -1.04, 1.14], [2.35, -1.37, 0.52], [-3.41, 0.40, 0.52], [-3.43, -1.86, 2.14], [-0.97, -1.31, 1.38], [-1.12, 1.13, -1.18], [-0.90, 1.60, 0.52], [2.59, -2.26, 0.26], [3.18, -0.94, 0.90], [-3.58, 1.32, 0.19]], "e_homo_ha": -0.454, "charge": 1, "de_lowest_kj_mol": 191.2, "orbital_gap_ha": 0.305}

***

no.,molar mass (g/mol)
1,618.9
2,384.5
3,542.9
4,87.1
5,96.1
6,408.5
7,332.3
8,449.6
9,240.2
10,216.3
11,225.0